DFT (ωB97M-V with the def2-TZVPD basis set) results for a cluster of 3 separate species, C14H42BFN6O2P2 in total in a non-equilibrium geometry.

Structure (ORCA input):
```
! RIJCOSX wB97M-V def2-TZVPD def2/J DEFGRID3
* xyz 0 1
C 1.29 -4.90 -1.34
N 1.85 -3.76 -2.04
C 2.69 -4.18 -3.15
P 2.25 -2.25 -1.34
O 2.12 -1.35 -2.53
N 0.98 -1.60 -0.36
C -0.35 -2.20 -0.40
C 0.87 -0.15 -0.45
N 3.08 -2.82 0.02
C 4.44 -3.30 -0.19
C 2.57 -3.02 1.36
H 2.03 -5.48 -0.78
H 0.83 -5.56 -2.07
H 0.49 -4.61 -0.66
H 3.63 -4.64 -2.81
H 2.94 -3.34 -3.78
H 2.17 -4.90 -3.78
H -0.71 -2.37 -1.42
H -1.06 -1.55 0.12
H -0.37 -3.14 0.15
H 0.33 0.18 -1.34
H 1.85 0.32 -0.47
H 0.35 0.24 0.43
H 4.49 -4.40 -0.23
H 5.11 -2.96 0.60
H 4.84 -2.92 -1.14
H 1.90 -3.88 1.42
H 2.05 -2.14 1.74
H 3.40 -3.20 2.05
C -1.62 4.60 4.01
N -1.48 4.07 2.67
C -0.83 5.02 1.78
P -2.53 2.95 1.92
O -1.60 2.28 0.96
N -2.89 1.58 2.95
C -2.12 1.37 4.16
C -3.01 0.33 2.21
N -4.00 3.69 2.32
C -4.38 4.86 1.52
C -4.88 3.40 3.43
H -2.35 5.42 4.08
H -0.65 5.00 4.33
H -1.88 3.85 4.73
H -1.49 5.87 1.55
H -0.55 4.55 0.85
H 0.08 5.41 2.24
H -1.03 1.45 4.01
H -2.33 0.38 4.57
H -2.42 2.06 4.95
H -2.03 -0.11 1.97
H -3.54 0.48 1.27
H -3.58 -0.39 2.80
H -4.18 5.79 2.06
H -5.44 4.83 1.26
H -3.82 4.88 0.58
H -4.47 3.75 4.38
H -5.11 2.34 3.51
H -5.84 3.91 3.29
B 3.77 -0.73 -5.57
C 2.52 -1.42 -6.21
C 1.24 -0.75 -5.68
F 2.53 -2.80 -5.95
H 4.29 -1.27 -4.65
H 4.16 0.31 -5.98
H 2.55 -1.29 -7.30
H 0.92 0.03 -6.37
H 1.45 -0.28 -4.72
H 0.48 -1.50 -5.50
*
```

Output
Electronic energy, hartree: -1844.957767
Orbital gap, eV: 8.68
Structure (SMILES): CN(C)P(=O)(N(C)C)N(C)C.CN(C)P(=O)(N(C)C)N(C)C.B[C@H](C)F
HOMO level, eV: -7.99

Mulliken population analysis, charges in e, atoms 1 to 4: -0.79 0.20 -0.82 0.41

DFT (ωB97M-V with the def2-TZVPD basis set) results for a cluster of 6 separate species, C14H42BN5O8 in total in a non-equilibrium geometry.

Structure (ORCA input):
```
! RIJCOSX wB97M-V def2-TZVPD def2/J DEFGRID3
* xyz -2 1
N 0.09 2.54 0.37
H 1.04 2.27 0.16
H -0.40 2.15 1.17
H -0.66 2.52 -0.31
H 0.21 3.53 0.49
B 0.69 5.16 -0.13
H 1.03 6.17 -0.28
H -0.09 4.99 -0.86
H 1.60 4.59 -0.26
H 0.22 5.05 0.83
C 2.52 1.50 -1.55
O 2.60 2.15 -0.49
O 3.55 0.76 -1.73
O 2.20 2.18 -2.53
C 1.44 -3.17 1.49
O 1.56 -2.09 2.42
C 2.17 -0.86 1.97
C 1.92 0.19 3.00
N 0.57 0.73 2.97
C 0.46 2.00 3.64
C -0.99 2.61 3.82
O -1.46 3.10 2.59
C -2.75 3.76 2.72
H 2.39 -3.61 1.17
H 0.84 -2.89 0.62
H 0.79 -3.86 2.02
H 1.63 -0.53 1.09
H 3.25 -1.00 1.98
H 2.59 1.02 2.77
H 2.14 0.02 4.05
H -0.10 0.05 3.30
H 1.10 2.70 3.09
H 0.88 1.92 4.64
H -1.00 3.36 4.61
H -1.77 1.96 4.21
H -2.91 3.86 1.64
H -2.75 4.81 2.99
H -3.56 3.30 3.28
C -1.66 -0.78 0.52
O -1.30 -1.84 -0.48
C -0.67 -1.39 -1.63
C -0.55 -2.50 -2.72
N 0.51 -3.49 -2.39
C 0.75 -4.47 -3.39
C 1.05 -5.83 -2.75
O -0.12 -6.19 -1.98
C -0.17 -7.56 -1.72
H -2.51 -0.17 0.21
H -0.85 -0.08 0.75
H -2.09 -1.18 1.44
H 0.30 -1.07 -1.24
H -1.11 -0.48 -2.03
H -0.45 -1.95 -3.66
H -1.51 -3.00 -2.80
H 0.26 -4.14 -1.66
H 1.62 -4.04 -3.88
H 0.14 -4.49 -4.29
H 1.93 -5.80 -2.11
H 1.22 -6.54 -3.56
H -1.21 -7.70 -1.40
H 0.51 -7.95 -0.96
H -0.06 -8.04 -2.69
C -2.27 3.00 -1.99
O -2.71 2.00 -1.44
N -1.19 2.94 -2.73
N -2.55 4.30 -1.62
H -0.65 2.09 -2.78
H -0.70 3.74 -3.11
H -3.24 4.76 -1.04
H -1.76 4.89 -1.84
*
```

Output
Relative energy (zero: lowest compared OMol25 entry of this formula, charge and spin), eV: 1.4252
Electronic energy, hartree: -1458.808668
Orbital gap, eV: 2.08
HOMO level, eV: 1.80

Mulliken population analysis, charges in e, atoms 1 to 4: 1.14 -0.12 -0.03 -0.12

DFT (ωB97M-V with the def2-TZVPD basis set) results for a structure of composition C14H42Ba2NO10 in a non-equilibrium geometry.

Structure (ORCA input):
```
! RIJCOSX wB97M-V def2-TZVPD def2/J DEFGRID3
* xyz 2 2
Ba -6.16 24.48 19.50
Ba -8.63 26.52 23.75
N -8.10 22.91 22.58
O -7.57 23.09 21.48
O -8.70 21.87 22.75
O -8.11 23.80 23.41
C -4.59 25.38 26.01
C -5.98 25.07 25.41
O -6.77 26.16 25.80
H -3.91 24.53 25.97
H -4.74 25.48 27.08
H -4.14 26.27 25.56
H -6.47 24.12 25.62
H -5.99 25.16 24.33
H -6.80 26.26 26.76
C -6.30 20.57 16.71
C -5.79 20.47 18.08
O -6.32 21.64 18.74
H -5.96 21.48 16.22
H -7.38 20.43 16.68
H -5.82 19.84 16.06
H -4.70 20.45 18.07
H -6.11 19.55 18.56
H -7.20 21.41 19.04
C -11.00 19.94 19.50
C -9.76 19.66 20.38
O -8.73 20.56 20.09
H -11.90 19.71 20.07
H -10.98 19.39 18.55
H -11.15 21.00 19.35
H -9.51 18.60 20.33
H -10.11 19.76 21.41
H -8.84 21.30 20.68
C -9.38 26.44 27.73
C -9.59 24.97 27.35
O -9.59 24.77 25.92
H -9.62 26.68 28.77
H -10.14 26.92 27.12
H -8.48 26.95 27.39
H -10.62 24.67 27.57
H -9.04 24.20 27.89
H -9.84 23.85 25.81
C -10.49 19.84 25.48
C -10.98 21.23 25.50
O -9.81 21.98 25.35
H -10.07 19.60 24.50
H -11.27 19.08 25.56
H -9.69 19.72 26.21
H -11.60 21.56 26.34
H -11.64 21.47 24.67
H -9.23 21.65 24.66
C -11.54 24.53 23.35
C -12.02 25.75 24.03
O -11.32 26.90 23.56
H -12.00 24.53 22.37
H -11.71 23.59 23.88
H -10.49 24.68 23.12
H -11.82 25.55 25.08
H -13.10 25.84 23.90
H -12.03 27.53 23.46
C -5.06 21.45 23.13
C -4.84 21.33 21.63
O -4.35 22.63 21.25
H -5.75 22.29 23.28
H -4.09 21.67 23.57
H -5.53 20.53 23.48
H -5.78 21.07 21.15
H -4.13 20.54 21.40
H -3.39 22.62 21.17
*
```

Output
Electronic energy, hartree: -1416.123797
<S²>: 0.750
Orbital gap (spin up / spin down), eV: 4.41 / 8.59
HOMO level (spin up / spin down), eV: -9.81 / -14.41

Mulliken population analysis, charges in e, atoms 1 to 4: 1.17 1.74 0.44 -0.67

DFT (ωB97M-V with the def2-TZVPD basis set) results for a cluster of 10 separate species, C14H42BrF3INO11Si in total in a non-equilibrium geometry.

Structure (ORCA input):
```
! RIJCOSX wB97M-V def2-TZVPD def2/J DEFGRID3
* xyz 0 1
C 3.80 0.25 2.56
C 3.41 -0.05 1.09
C 2.62 -1.35 0.90
F 3.31 -2.37 1.56
Si 0.85 -1.35 1.61
Br 0.81 -1.98 3.77
I -0.49 -3.00 0.36
N 0.01 0.25 1.46
C 0.18 1.11 2.58
O 0.99 1.90 2.75
F -0.72 0.90 3.54
C 0.27 0.87 0.24
O 0.22 0.25 -0.73
F 0.50 2.15 0.19
H 3.64 1.32 2.71
H 4.85 0.04 2.76
H 3.14 -0.24 3.29
H 2.95 0.83 0.63
H 4.36 -0.19 0.54
H 2.54 -1.67 -0.14
C -4.04 0.20 0.92
O -3.16 -0.91 1.04
H -4.98 -0.15 0.48
H -4.25 0.64 1.90
H -3.61 0.96 0.26
H -2.34 -0.58 1.43
C -3.11 -4.80 -2.13
O -2.18 -5.14 -1.10
H -3.76 -4.00 -1.77
H -2.57 -4.46 -3.01
H -3.71 -5.67 -2.39
H -1.62 -5.84 -1.44
C -1.57 3.93 5.10
O -0.71 3.59 6.19
H -2.26 4.71 5.43
H -0.98 4.31 4.26
H -2.14 3.05 4.79
H -0.11 2.91 5.88
C -3.23 -4.80 -6.08
O -2.30 -5.14 -5.06
H -3.87 -4.00 -5.71
H -2.71 -4.45 -6.97
H -3.85 -5.67 -6.34
H -1.74 -5.85 -5.40
C 2.94 2.20 -2.83
O 1.67 2.47 -2.24
H 3.44 3.14 -3.02
H 3.55 1.60 -2.15
H 2.81 1.66 -3.77
H 1.23 1.63 -2.05
C -4.17 1.12 5.88
O -3.72 1.53 7.16
H -4.98 0.41 6.01
H -4.52 1.98 5.31
H -3.35 0.62 5.34
H -2.99 2.15 7.03
C 1.32 -5.34 -3.08
O 0.61 -6.48 -2.61
H 0.96 -5.09 -4.08
H 1.14 -4.49 -2.41
H 2.39 -5.56 -3.13
H 0.94 -6.69 -1.73
C 5.73 4.34 -1.08
O 5.47 3.12 -1.78
H 4.79 4.71 -0.68
H 6.43 4.17 -0.26
H 6.15 5.09 -1.77
H 6.31 2.81 -2.13
C -1.38 4.93 -3.14
O -0.50 4.51 -2.11
H -2.05 5.68 -2.73
H -0.82 5.36 -3.97
H -1.97 4.08 -3.50
H 0.09 3.84 -2.48
*
```

Output
Electronic energy, hartree: -4901.774582
Orbital gap, eV: 9.96
Structure (SMILES): CC[C@@H](F)[Si@](Br)(I)N(C(=O)F)C(=O)F.CO.CO.CO.CO.CO.CO.CO.CO.CO
HOMO level, eV: -9.70

Mulliken population analysis, charges in e, atoms 1 to 4: -1.14 -0.18 -0.05 -0.36

DFT (ωB97M-V with the def2-TZVPD basis set) results for a structure of composition C14H42FO7S7Tl in a non-equilibrium geometry.

Structure (ORCA input):
```
! RIJCOSX wB97M-V def2-TZVPD def2/J DEFGRID3
* xyz 2 1
Tl 22.71 12.31 0.15
F 21.76 12.86 -2.53
C 23.84 17.33 -0.71
S 24.37 15.85 -1.63
O 24.20 14.67 -0.68
C 22.87 15.76 -2.65
H 24.66 17.83 -0.18
H 23.00 17.18 -0.03
H 23.54 18.17 -1.34
H 21.99 15.45 -2.08
H 23.00 14.98 -3.40
H 22.64 16.70 -3.17
C 19.52 10.15 -2.34
S 18.92 10.81 -0.78
O 20.16 11.32 -0.09
C 18.03 12.26 -1.43
H 20.08 9.30 -1.95
H 20.19 10.77 -2.94
H 18.63 9.84 -2.88
H 17.54 12.78 -0.60
H 17.34 11.99 -2.22
H 18.81 12.94 -1.76
C 24.85 10.14 3.57
S 25.31 9.48 1.92
O 24.80 10.49 0.89
C 27.15 9.98 2.14
H 23.77 10.06 3.69
H 25.03 11.21 3.66
H 25.36 9.59 4.36
H 27.49 9.73 3.15
H 27.07 11.06 2.00
H 27.88 9.63 1.41
C 24.89 14.18 4.18
S 25.91 13.98 2.68
O 24.96 13.33 1.65
C 25.90 15.69 2.16
H 24.91 13.21 4.68
H 23.96 14.54 3.75
H 25.25 14.92 4.90
H 26.10 15.82 1.10
H 26.65 16.20 2.77
H 24.94 16.18 2.31
C 27.25 13.16 -1.01
S 26.29 12.02 -2.02
O 24.93 11.83 -1.38
C 27.46 10.60 -1.74
H 28.34 13.15 -0.91
H 26.82 13.09 -0.02
H 26.95 14.11 -1.46
H 27.61 10.56 -0.66
H 28.41 10.82 -2.23
H 27.11 9.61 -2.03
C 22.44 7.19 1.84
S 21.25 8.58 2.07
O 21.93 9.88 1.52
C 20.16 7.93 0.73
H 21.95 6.26 2.13
H 23.12 7.45 2.65
H 22.92 7.06 0.87
H 19.88 6.92 1.00
H 20.61 7.84 -0.26
H 19.34 8.63 0.60
C 23.93 9.38 -3.47
S 23.91 8.90 -1.71
O 22.66 9.67 -1.18
C 23.42 7.14 -1.99
H 24.08 10.45 -3.36
H 22.93 9.22 -3.88
H 24.75 8.90 -4.01
H 23.74 6.87 -2.99
H 22.34 7.01 -2.01
H 23.78 6.34 -1.34
*
```

Output
Relative energy (zero: lowest compared OMol25 entry of this formula, charge and spin), eV: 0.0000
Electronic energy, hartree: -4144.006873
Orbital gap, eV: 3.87
HOMO level, eV: -13.89

Mulliken population analysis, charges in e, atoms 1 to 4: 1.30 -0.55 -1.11 0.42

DFT (ωB97M-V with the def2-TZVPD basis set) results for a cluster of 7 separate species, C14H42N7O11 in total in a non-equilibrium geometry.

Structure (ORCA input):
```
! RIJCOSX wB97M-V def2-TZVPD def2/J DEFGRID3
* xyz -1 1
N -0.21 0.40 -1.58
O -0.08 1.43 -2.31
O 0.07 -0.72 -2.03
O -0.58 0.55 -0.40
C 3.95 1.55 -1.98
O 5.18 1.62 -1.92
N 3.26 0.53 -1.42
N 3.08 2.42 -2.51
H 3.87 -0.03 -0.84
H 2.32 0.27 -1.65
H 2.11 2.23 -2.35
H 3.36 3.25 -3.00
C -3.61 2.66 -1.86
O -4.54 3.46 -2.00
N -2.63 2.42 -2.76
N -3.56 1.83 -0.77
H -2.68 3.00 -3.58
H -1.73 1.97 -2.57
H -2.77 1.26 -0.51
H -4.35 2.01 -0.18
C -1.83 6.95 -1.12
O -0.66 6.21 -1.22
C -0.86 4.95 -0.53
C 0.46 4.43 -0.01
N 0.25 3.21 0.77
C 1.46 2.89 1.53
C 1.36 1.54 2.26
O 2.57 1.10 2.79
C 2.54 0.37 4.00
H -1.94 7.80 -1.80
H -1.95 7.37 -0.11
H -2.80 6.46 -1.30
H -1.42 4.25 -1.15
H -1.35 5.24 0.41
H 0.88 5.20 0.65
H 1.18 4.19 -0.80
H 0.07 2.46 0.11
H 1.63 3.67 2.28
H 2.35 2.94 0.89
H 0.93 0.84 1.53
H 0.61 1.59 3.06
H 2.28 1.08 4.79
H 3.56 0.07 4.23
H 1.85 -0.47 3.97
C -2.56 -5.52 -0.18
O -3.38 -4.36 -0.34
C -2.59 -3.19 -0.44
C -1.63 -2.75 0.69
N -0.44 -3.61 0.86
C 0.35 -2.90 1.91
C 1.53 -3.77 2.28
O 1.13 -5.01 2.81
C 2.27 -5.81 3.04
H -2.99 -6.42 -0.62
H -2.50 -5.68 0.90
H -1.50 -5.49 -0.46
H -3.37 -2.42 -0.56
H -2.14 -3.09 -1.44
H -2.27 -2.78 1.58
H -1.33 -1.72 0.51
H -0.53 -4.56 1.20
H -0.26 -2.81 2.81
H 0.78 -1.99 1.48
H 2.02 -3.18 3.08
H 2.27 -3.81 1.47
H 2.73 -6.03 2.07
H 1.92 -6.77 3.44
H 3.02 -5.33 3.67
O 1.10 -3.81 -2.27
H 0.84 -2.91 -2.47
H 0.94 -3.90 -1.32
O -1.64 -2.29 -4.65
H -2.43 -2.33 -4.10
H -0.92 -2.18 -4.02
*
```

Output
Electronic energy, hartree: -1769.501498
Orbital gap, eV: 8.78
HOMO level, eV: -6.45

Mulliken population analysis, charges in e, atoms 1 to 4: 0.83 -0.86 -0.43 -0.61

DFT (ωB97M-V with the def2-TZVPD basis set) results for a structure of composition C14H42O7 in a non-equilibrium geometry.

Structure (ORCA input):
```
! RIJCOSX wB97M-V def2-TZVPD def2/J DEFGRID3
* xyz 0 1
C 14.38 -27.86 0.01
C 14.13 -26.44 -0.61
O 14.12 -26.50 -2.00
H 15.38 -28.25 -0.22
H 13.66 -28.56 -0.40
H 14.21 -27.88 1.08
H 14.97 -25.84 -0.25
H 13.18 -26.01 -0.29
H 13.93 -25.62 -2.34
C 8.73 -28.60 -0.05
C 8.77 -27.21 0.62
O 9.82 -26.44 0.01
H 7.92 -29.18 0.40
H 9.67 -29.12 0.14
H 8.57 -28.61 -1.13
H 9.09 -27.38 1.65
H 7.79 -26.73 0.62
H 9.93 -25.59 0.43
C 11.89 -30.29 -1.52
C 10.99 -29.82 -2.63
O 9.64 -29.70 -2.20
H 11.71 -31.33 -1.23
H 11.75 -29.63 -0.66
H 12.92 -30.23 -1.85
H 10.90 -30.51 -3.47
H 11.30 -28.89 -3.11
H 9.54 -28.92 -1.65
C 12.18 -24.71 -4.87
C 12.08 -26.11 -5.40
O 12.34 -26.00 -6.80
H 11.30 -24.15 -5.21
H 13.00 -24.12 -5.27
H 12.22 -24.60 -3.78
H 11.14 -26.63 -5.21
H 12.93 -26.66 -4.97
H 12.07 -26.88 -7.07
C 13.79 -27.86 -4.37
C 15.10 -27.91 -3.72
O 15.01 -28.41 -2.41
H 13.22 -28.79 -4.33
H 13.92 -27.65 -5.43
H 13.21 -27.11 -3.82
H 15.53 -26.91 -3.74
H 15.81 -28.52 -4.27
H 14.61 -27.72 -1.87
C 12.03 -24.37 -0.57
C 11.41 -23.46 -1.63
O 12.02 -23.62 -2.95
H 13.09 -24.16 -0.40
H 11.91 -25.42 -0.84
H 11.60 -24.25 0.42
H 11.53 -22.43 -1.30
H 10.34 -23.62 -1.74
H 11.41 -23.31 -3.62
C 11.44 -26.81 -2.87
C 11.62 -27.28 -1.43
O 10.50 -28.09 -1.07
H 12.32 -26.23 -3.13
H 10.59 -26.14 -2.95
H 11.36 -27.64 -3.57
H 11.72 -26.47 -0.70
H 12.46 -27.96 -1.31
H 9.93 -27.50 -0.57
*
```

Output
Relative energy (zero: lowest compared OMol25 entry of this formula, charge and spin), eV: 16.1330
Electronic energy, hartree: -1084.668811
Orbital gap, eV: 8.55
HOMO level, eV: -8.55

Mulliken population analysis, charges in e, atoms 1 to 4: -1.44 0.12 -0.79 0.41

- Among the records above, which one has the lowest electronic energy?
  C14H42BrF3INO11Si

- What is the formula in the sixth record?
  C14H42N7O11

- Among the records above, which one has the highest electronic energy?
  C14H42O7

- Which value of electronic energy does entry 7 give?
  -1084.668811 hartree